Molecular formula: C22H45NO34S8
Method: DFT, the ωB97M-V functional and the def2-TZVPD basis

Its SMILES is CCC[C@@H](C)OC(N)=O.O=S1(=O)OCCO1.O=S1(=O)OCCO1.O=S1(=O)OCCO1.O=S1(=O)OCCO1.O=S1(=O)OCCO1.O=S1(=O)OCCO1.O=S1(=O)OCCO1.O=S1(=O)OCCO1.

CARTESIAN COORDINATES (ANGSTROEM)
S (8.432, 0.809, 0.500)
S (-1.644, -0.059, 4.503)
S (-4.372, -3.995, 3.765)
S (-4.010, -3.264, -0.682)
S (7.979, 4.164, -6.137)
S (0.063, -0.763, -5.548)
S (-0.087, 8.100, -3.079)
S (-8.931, -7.665, 4.485)
O (0.944, 8.651, -4.157)
O (-0.427, -1.062, 4.318)
O (6.975, 2.930, -6.224)
O (0.601, 7.682, -1.909)
O (7.214, 5.358, -6.177)
O (8.493, 3.884, -4.652)
O (-4.289, -4.371, 5.314)
O (7.234, 0.201, 0.958)
O (-0.789, 0.361, -5.710)
O (-1.171, 9.009, -2.991)
O (3.332, 3.803, -1.215)
O (-9.581, -9.073, 4.827)
O (-7.701, -7.566, 5.196)
O (-3.404, -3.008, -1.946)
O (-1.180, 1.251, 4.787)
O (-0.515, 6.790, -3.880)
O (1.410, -0.709, -5.994)
O (5.195, 4.824, -0.670)
O (-5.105, -5.311, 3.284)
O (-3.277, -2.435, 0.445)
O (-5.396, -2.493, -0.639)
O (-9.888, -6.626, 4.582)
O (-5.255, -2.898, 3.577)
O (0.060, -1.250, -4.034)
O (9.072, 3.978, -7.023)
O (-2.207, -0.676, 5.857)
O (-8.642, -7.954, 2.948)
O (-0.673, -2.037, -6.159)
O (9.594, 0.028, 0.268)
O (-2.565, -0.278, 3.444)
O (8.147, 1.671, -0.812)
O (-4.171, -4.601, -0.233)
O (8.767, 2.032, 1.464)
O (-3.043, -3.937, 3.266)
N (3.464, 4.851, 0.866)
C (0.624, 1.195, 2.003)
C (1.957, 3.407, -0.978)
C (-0.761, -2.425, -3.873)
C (-9.953, -9.753, 3.615)
C (4.065, 4.529, -0.371)
C (0.651, 2.384, 1.024)
C (0.001, 6.818, -5.221)
C (-5.011, -6.333, 4.295)
C (7.256, 1.987, -5.178)
C (-5.445, -1.605, 0.500)
C (7.702, 2.862, -4.024)
C (-0.247, -1.866, 5.498)
C (-1.652, -1.989, 6.058)
C (1.286, 7.613, -5.093)
C (-5.074, -5.550, 5.590)
C (8.898, 3.255, 0.717)
C (7.965, 3.056, -0.458)
C (-8.871, -9.339, 2.635)
C (1.865, 2.315, 0.101)
C (-3.998, -1.213, 0.715)
C (1.024, 4.606, -0.860)
C (-0.650, -3.121, -5.214)
H (8.311, 2.326, -3.301)
H (-7.946, -9.894, 2.791)
H (6.852, 3.332, -3.523)
H (-9.972, -10.821, 3.811)
H (1.891, 1.340, -0.393)
H (-5.846, -2.149, 1.354)
H (2.755, 2.365, 0.730)
H (2.787, 5.599, 0.780)
H (8.212, 3.683, -1.310)
H (4.208, 5.165, 1.478)
H (1.602, 8.077, -6.022)
H (-5.849, -7.011, 4.189)
H (0.158, 5.796, -5.553)
H (-2.224, -2.720, 5.488)
H (2.099, 7.014, -4.679)
H (-4.062, -6.857, 4.176)
H (-6.086, -0.763, 0.254)
H (0.033, 4.342, -1.224)
H (8.612, 4.090, 1.350)
H (-3.777, -0.901, 1.729)
H (0.718, 3.311, 1.594)
H (0.429, -1.349, 6.180)
H (-0.273, 2.413, 0.444)
H (-4.630, -6.073, 6.431)
H (1.395, 5.399, -1.509)
H (-0.303, 0.631, 1.913)
H (-1.485, -3.783, -5.421)
H (-0.371, -3.011, -3.047)
H (-1.679, -2.216, 7.120)
H (8.049, 1.315, -5.510)
H (-0.724, 7.315, -5.867)
H (1.460, 0.519, 1.816)
H (0.292, -3.661, -5.321)
H (1.703, 2.930, -1.923)
H (-9.178, -9.412, 1.595)
H (-3.671, -0.453, 0.003)
H (6.355, 1.420, -4.964)
H (-6.094, -5.251, 5.831)
H (0.940, 5.012, 0.145)
H (0.177, -2.820, 5.198)
H (0.708, 1.527, 3.035)
H (9.937, 3.364, 0.405)
H (-1.783, -2.121, -3.654)
H (6.921, 3.216, -0.189)
H (-10.940, -9.410, 3.305)

Atoms 1-2, force components in eV/Å:
S -0.03 -0.05 -0.02
S -0.10 0.20 0.16

Molecular formula: C27H79N8O15
Method: DFT, the ωB97M-V functional and the def2-TZVPD basis

Its total charge is -1.

CARTESIAN COORDINATES (ANGSTROEM)
O (0.448, -0.141, -4.360)
O (-0.096, 2.631, 2.381)
O (-3.118, 0.605, -1.431)
O (-0.592, 0.988, -1.106)
O (-1.027, 1.767, -5.740)
O (3.218, 0.629, -1.212)
O (-3.572, -1.546, 0.401)
O (-3.970, -1.487, 5.317)
O (4.549, 4.894, -0.212)
O (-0.819, -4.065, -2.071)
O (0.539, 2.832, -2.633)
O (-0.783, -2.077, 3.727)
O (1.726, -3.144, 3.143)
O (1.130, 1.296, 0.319)
O (4.805, 1.012, 3.337)
N (-0.708, -1.319, -2.559)
N (2.724, 1.963, 3.303)
N (-3.903, -2.913, 3.448)
N (4.510, 2.572, 0.424)
N (3.173, 0.495, 1.786)
N (3.430, 4.030, 1.646)
N (-0.391, -2.344, -4.419)
N (-3.058, -1.004, 3.160)
C (-2.497, 1.883, -4.195)
C (2.514, -1.349, -1.849)
C (0.323, -2.132, 5.828)
C (4.277, -0.212, -3.084)
C (0.128, -4.839, -1.738)
C (1.728, 3.264, -2.091)
C (-2.744, 0.238, -6.056)
C (-0.358, -1.356, 4.688)
C (-2.301, 1.611, -5.686)
C (0.067, 4.216, 0.968)
C (2.610, -2.726, 2.122)
C (0.081, 0.727, -0.092)
C (3.056, -0.016, -2.242)
C (-0.352, 3.842, 2.415)
C (-0.190, -1.253, -3.776)
C (0.653, -4.321, -0.444)
C (-2.937, -2.765, 0.042)
C (0.413, 4.668, 3.461)
C (-0.266, -0.544, 0.744)
C (0.730, -0.316, 4.177)
C (1.198, -5.016, -2.716)
C (-5.334, 0.942, -0.614)
C (-3.220, 1.761, 0.381)
C (-3.874, 1.411, -0.885)
C (-3.630, -1.770, 3.989)
C (4.136, 3.822, 0.594)
C (3.559, 1.035, 2.928)
H (3.153, -1.995, -1.286)
H (1.169, -5.150, -0.020)
H (-3.806, 0.118, -6.007)
H (-1.451, -4.653, -2.510)
H (2.038, -2.383, 1.252)
H (5.028, 2.295, -0.437)
H (-1.420, 4.045, 2.562)
H (0.094, 2.198, 1.523)
H (1.631, -1.244, -1.283)
H (1.916, 3.338, -1.030)
H (3.065, 3.315, 2.220)
H (-3.352, -0.995, 2.199)
H (3.894, -0.160, 1.408)
H (4.026, 1.792, 0.911)
H (0.207, 2.260, -1.897)
H (-0.846, -2.206, -2.094)
H (1.724, 2.181, 3.064)
H (4.701, 0.703, -3.424)
H (0.412, -1.436, 6.700)
H (-0.970, -3.121, -4.148)
H (2.614, 2.709, -2.445)
H (1.104, 4.417, 0.856)
H (-0.645, 1.310, -4.968)
H (0.931, -2.610, 3.144)
H (3.085, 2.567, 4.112)
H (-0.057, -2.198, -5.433)
H (1.254, -2.338, 5.339)
H (-2.110, 2.805, -3.871)
H (-2.754, -0.118, 3.485)
H (0.218, 4.353, 4.428)
H (-5.414, 0.164, 0.140)
H (-4.066, -3.682, 4.175)
H (-6.058, 1.727, -0.380)
H (1.981, -1.885, -2.691)
H (0.276, 0.470, 3.615)
H (0.059, 5.687, 3.221)
H (-3.544, 1.959, -3.895)
H (-0.135, -3.110, 6.029)
H (-5.759, 0.499, -1.468)
H (3.396, -2.023, 2.372)
H (1.840, 4.223, -2.565)
H (2.414, 0.959, -0.793)
H (-3.471, -3.645, 0.384)
H (-3.099, 0.932, 0.989)
H (-2.048, 1.081, -3.638)
H (-3.448, -0.887, -0.242)
H (-1.914, -2.674, 0.424)
H (-0.469, -5.701, -1.503)
H (0.437, -0.550, 1.631)
H (-1.635, -1.688, 3.433)
H (-3.442, -3.290, 2.618)
H (-0.033, -3.997, 0.289)
H (1.771, -5.818, -2.388)
H (2.307, 0.506, -2.823)
H (3.190, -3.554, 1.781)
H (-0.710, -0.340, -2.086)
H (1.183, 0.225, 5.008)
H (-1.188, -0.841, 5.156)
H (-2.692, 2.348, -6.323)
H (1.466, 4.643, 3.317)
H (-2.277, 2.263, 0.255)
H (-4.017, 2.344, -1.519)
H (-2.444, -0.114, -7.031)
H (-0.288, 5.230, 0.786)
H (-2.875, -2.781, -0.987)
H (-3.899, 2.538, 0.800)
H (4.134, -0.542, -4.012)
H (-1.296, -0.497, 1.185)
H (5.003, -0.877, -2.633)
H (1.558, -0.674, 3.643)
H (-0.087, -1.518, 0.208)
H (-2.298, -0.588, -5.393)
H (0.848, -5.245, -3.616)
H (-2.167, 0.781, -1.177)
H (2.247, 0.620, 1.218)
H (3.159, 4.982, 1.903)
H (1.227, -3.426, -0.670)
H (1.674, -4.037, -2.756)
H (-0.233, 3.527, 0.150)

Atoms 1-2, force components in eV/Å:
O -3.26 -5.60 3.02
O 1.92 -11.46 2.34

Molecular formula: C8H9NO
Method: DFT, the ωB97M-V functional and the def2-TZVPD basis

Its SMILES is c1ccc2[nH]ccc2c1.O. As for the energy above the lowest of the compared OMol25 structures with the same formula, charge and spin: 12.38 kcal per mole.

CARTESIAN COORDINATES (ANGSTROEM)
O (-2.869, -2.649, -0.302)
N (-1.308, 1.155, -0.240)
C (1.369, -0.722, 1.653)
C (-0.174, 0.540, 0.270)
C (2.427, -0.451, 0.699)
C (0.252, 1.662, -1.668)
C (2.157, 0.330, -0.421)
C (0.064, -0.252, 1.404)
C (-1.059, 1.878, -1.385)
C (0.823, 0.862, -0.657)
H (-2.246, -2.329, 0.390)
H (0.767, 1.841, -2.612)
H (-2.214, 1.180, 0.234)
H (2.983, 0.620, -1.085)
H (-0.765, -0.481, 2.086)
H (-3.329, -3.413, 0.114)
H (1.517, -1.373, 2.524)
H (-1.846, 2.358, -1.967)
H (3.449, -0.754, 0.962)

Atoms 1-2, force components in eV/Å:
O 0.10 -0.42 1.16
N -1.98 0.09 1.53

Molecular formula: C27H53NO9S
Method: DFT, the ωB97M-V functional and the def2-TZVPD basis

Its SMILES is O=S1(=O)CCCC1.CC(C)=O.CC(C)=O.CC(C)=O.CC(C)=O.CC(C)=O.CC(C)=O.CC(C)=O.CC#N. As for the energy above the lowest of the compared OMol25 structures with the same formula, charge and spin: 68.13 kcal per mole.

CARTESIAN COORDINATES (ANGSTROEM)
S (5.435, -5.594, 2.352)
O (-3.900, -0.428, -7.299)
O (-2.252, -5.407, -1.239)
O (4.207, -5.212, 3.070)
O (-1.377, 0.041, -0.291)
O (2.535, 3.787, 2.728)
O (6.640, -4.750, 2.439)
O (2.134, -0.148, 6.636)
O (1.232, 2.146, -5.647)
O (-5.071, 6.806, 4.307)
N (-8.961, 3.767, -0.311)
C (-0.273, 3.760, -6.460)
C (-1.130, -4.940, 0.947)
C (4.154, -0.509, 5.354)
C (-5.132, 6.444, 1.861)
C (-4.939, 6.065, 3.329)
C (-3.621, -4.314, 0.347)
C (0.938, 0.343, -0.862)
C (-2.331, -4.963, -0.074)
C (-3.073, -1.083, -6.644)
C (5.379, -7.226, 0.070)
C (1.143, 5.224, 3.988)
C (2.467, 4.515, 3.740)
C (-1.826, -1.638, -7.405)
C (3.641, 4.536, 4.747)
C (2.342, 4.176, -6.437)
C (2.581, -0.424, 5.546)
C (-7.314, 2.147, -1.582)
C (1.669, -0.868, 4.472)
C (-0.464, 0.812, -0.737)
C (-0.933, 2.095, -1.343)
C (6.359, -7.753, 1.151)
C (-4.568, 4.601, 3.679)
C (1.109, 3.294, -6.170)
C (5.052, -5.760, 0.490)
C (-8.264, 2.976, -0.863)
C (5.660, -7.423, 2.479)
C (-3.282, -1.257, -5.173)
H (-0.460, 4.821, -6.298)
H (4.653, -1.455, 5.564)
H (-1.458, -5.412, 1.873)
H (1.099, -0.668, -0.490)
H (-4.974, 7.513, 1.718)
H (0.523, 5.205, 3.092)
H (4.441, -7.779, 0.115)
H (-1.877, -1.042, -8.317)
H (4.202, 5.462, 4.612)
H (-4.323, -1.062, -4.914)
H (0.832, -1.390, 4.936)
H (5.813, -5.110, 0.056)
H (6.188, -7.608, 3.414)
H (4.103, -5.356, 0.137)
H (1.297, 0.029, 3.977)
H (-6.452, 2.725, -1.915)
H (4.825, 0.181, 5.865)
H (-0.286, -5.446, 0.478)
H (4.632, -7.780, 2.534)
H (-0.163, 2.630, -1.901)
H (3.121, 3.629, -6.969)
H (2.681, 4.569, -5.478)
H (-3.623, 4.127, 3.416)
H (2.149, 4.971, -7.157)
H (-4.378, -4.845, -0.229)
H (4.343, -0.352, 4.292)
H (-6.143, 6.289, 1.484)
H (-2.670, -0.519, -4.654)
H (-7.022, 1.297, -0.965)
H (-1.743, 1.965, -2.061)
H (1.391, 6.234, 4.314)
H (0.612, 4.658, 4.753)
H (-1.180, 2.730, -0.493)
H (-4.602, 4.653, 4.768)
H (3.304, 4.668, 5.775)
H (-3.739, -3.274, 0.041)
H (-4.472, 5.864, 1.215)
H (-3.762, -4.551, 1.401)
H (1.257, 0.281, -1.902)
H (5.707, -7.459, -0.943)
H (1.568, 0.930, -0.194)
H (2.170, -1.476, 3.719)
H (7.305, -7.212, 1.126)
H (-0.833, -3.946, 1.281)
H (-0.977, -1.626, -6.722)
H (-2.066, -2.662, -7.692)
H (-0.502, 3.612, -7.515)
H (4.150, 3.573, 4.782)
H (-7.750, 1.750, -2.499)
H (-3.159, -2.309, -4.915)
H (-5.343, 3.904, 3.359)
H (6.570, -8.802, 0.943)
H (-0.950, 3.032, -6.013)

Atoms 1-2, force components in eV/Å:
S -1.69 0.75 -1.69
O 1.46 -1.20 1.11

The records above yield max |F| values of 0.55, 11.85, 2.85, 5.35 eV/A, respectively.
The records above yield E_HOMO values of -0.379, -0.222, -0.294, -0.347 hartree, respectively.